[1]
Density functional theory data (wB97M-V/def2-TZVPD) for one molecule with the formula C21H23N3O4.

Atoms and positions in Å:
C -3.239 -3.419 -1.581
H -2.317 -3.379 -0.993
O -4.376 -3.211 -0.775
C -4.530 -2.008 -0.168
C -3.613 -0.966 -0.244
C -3.886 0.231 0.406
C -5.046 0.404 1.142
C -5.943 -0.649 1.229
C -5.697 -1.840 0.581
H -6.392 -2.662 0.635
H -6.848 -0.530 1.804
H -5.239 1.337 1.645
N -2.944 1.292 0.301
C -2.354 1.656 -0.898
O -2.554 1.139 -1.961
C -1.458 2.873 -0.626
N -0.183 2.765 -1.275
C 0.771 1.808 -0.958
C 2.090 2.012 -1.359
C 3.074 1.077 -1.109
C 2.786 -0.117 -0.444
C 1.458 -0.322 -0.057
C 0.476 0.617 -0.299
H -0.531 0.397 0.017
H 1.176 -1.243 0.429
N 3.727 -1.125 -0.233
C 5.054 -1.023 -0.804
H 5.008 -0.547 -1.782
C 6.013 -0.277 0.134
H 7.032 -0.288 -0.257
O 6.069 -0.913 1.394
C 4.787 -0.998 1.975
C 3.808 -1.760 1.069
H 2.830 -1.796 1.545
H 4.172 -2.783 0.927
H 4.919 -1.514 2.927
H 4.391 0.014 2.160
H 5.682 0.765 0.261
H 5.427 -2.045 -0.935
H 4.077 1.301 -1.437
H 2.349 2.925 -1.877
H 0.203 3.628 -1.624
C -1.447 2.994 0.905
C -2.514 2.037 1.391
O -2.915 1.913 2.515
H -1.648 4.000 1.272
H -0.485 2.673 1.312
H -1.976 3.728 -1.076
H -2.701 -1.062 -0.809
H -3.185 -2.689 -2.393
H -3.355 -4.418 -1.999

## Properties
SMILES ... COc1cccc(N2C(=O)C[C@@H](Nc3ccc(N4CCOCC4)cc3)C2=O)c1
2S+1 ... 1
Energy relative to the best compared isomer or geometry (same formula, charge and spin) ... 53.3 kcal per mole
Charge ... 0
Total energy ... -1279.26804 hartree
Maximum force ... 0.56 eV/Å

Atom charges from the natural (NBO) analysis, given in e for atoms 1 to 8: C -0.255; H 0.175; O -0.490; C 0.309; C -0.269; C 0.140; C -0.228; C -0.184



[2]
Density functional theory data (wB97M-V/def2-TZVPD) for C3H7NO2 as an isolated structure.

Atoms and positions in Å:
C -0.608 -0.185 0.564
C -0.646 -1.523 -0.141
N 1.334 1.007 0.200
C -0.101 1.065 -0.484
O 0.416 0.012 1.426
O -0.097 0.919 -1.716
H -1.566 0.139 0.979
H 1.843 1.877 0.364
H 1.938 0.291 -0.194
H -0.547 1.961 -0.011
H -1.352 -1.472 -0.973
H 0.334 -1.772 -0.553
H -0.948 -2.320 0.540

## Properties
2S+1 ... 1
Energy relative to the best compared isomer or geometry (same formula, charge and spin) ... 131.1 kcal per mole
Charge ... 0
Total energy ... -323.57212 hartree
Maximum force ... 0.63 eV/Å

Atom charges from the natural (NBO) analysis, given in e for atoms 1 to 8: C 0.015; C -0.648; N -0.504; C 0.349; O -0.349; O -0.617; H 0.185; H 0.388



[3]
Density functional theory data (wB97M-V/def2-TZVPD) for a 2-piece molecular cluster, C3HNO overall at a distorted geometry.

Atoms and positions in Å:
C 2.260 -0.419 -2.111
C 3.333 -0.131 -2.743
C 0.619 0.295 -0.376
N 1.166 -0.234 -1.578
O 1.070 1.303 0.071
H -0.676 -0.046 0.550

## Properties
2S+1 ... 1
Energy relative to the best compared isomer or geometry (same formula, charge and spin) ... 161.2 kcal per mole
Charge ... 0
Total energy ... -244.60407 hartree
Maximum force ... 4.58 eV/Å

In elementary charge units, the natural (NBO) charges are: C 0.048; C 0.108; C 0.542; N -0.350; O -0.495; H 0.147



[4]
Density functional theory data (wB97M-V/def2-TZVPD) for a 2-piece molecular cluster, CH2N2OS overall at a distorted geometry.

Atoms and positions in Å:
C 1.361 0.532 0.635
N 0.651 0.121 1.403
N -1.866 0.549 0.075
O -1.504 0.961 1.145
S -1.341 1.142 -1.370
H 2.046 1.038 -0.091
H -2.070 -0.472 0.060

## Properties
SMILES ... [O-][NH+]=S.C#N
2S+1 ... 1
Energy relative to the best compared isomer or geometry (same formula, charge and spin) ... 47.9 kcal per mole
Charge ... 0
Total energy ... -622.10130 hartree
Maximum force ... 4.94 eV/Å

In elementary charge units, the natural (NBO) charges are: C 0.077; N -0.327; N -0.109; O -0.263; S -0.002; H 0.250; H 0.373



[5]
Density functional theory data (wB97M-V/def2-TZVPD) for a 5-piece molecular cluster, C8H28NO8 overall at a distorted geometry.

Atoms and positions in Å:
N -0.055 -0.539 -0.072
H -1.019 -0.716 -0.315
H 0.256 -1.026 0.756
H 0.107 0.455 0.011
H 0.478 -0.842 -0.874
C 1.406 -2.531 2.717
C 1.543 -3.338 1.460
O 0.250 -3.464 0.744
O 1.143 -1.204 2.443
H 2.362 -2.563 3.240
H 0.625 -2.938 3.360
H 1.942 -4.318 1.723
H 2.231 -2.862 0.762
H -0.404 -3.603 1.433
H 1.075 -0.796 3.309
C 0.045 4.322 -0.204
C -0.322 3.244 0.861
O 0.343 2.076 0.456
O -0.651 5.495 0.168
H -0.190 4.001 -1.219
H 1.120 4.484 -0.283
H -1.395 3.095 0.981
H -0.064 3.544 1.877
H 1.272 2.318 0.478
H -0.383 6.219 -0.402
C -3.460 -0.781 -0.319
C -2.999 0.519 0.395
O -2.395 0.231 1.671
O -2.343 -1.313 -1.082
H -4.332 -0.575 -0.940
H -3.865 -1.498 0.395
H -3.849 1.198 0.466
H -2.229 0.951 -0.245
H -3.061 0.214 2.361
H -2.557 -2.188 -1.416
C 1.828 -1.274 -2.839
C 2.345 0.172 -2.475
O 1.304 1.095 -2.237
O 1.518 -1.915 -1.624
H 2.504 -1.883 -3.440
H 0.969 -1.139 -3.495
H 3.004 0.467 -3.292
H 2.971 0.099 -1.586
H 1.662 1.935 -1.941
H 1.270 -2.831 -1.766

## Properties
<S²> ... 0.75
2S+1 ... 2
Energy relative to the best compared isomer or geometry (same formula, charge and spin) ... 0.0 kcal per mole
Charge ... +2
Total energy ... -977.51312 hartree
Maximum force ... 3.86 eV/Å

Atom charges from the natural (NBO) analysis, given in e for atoms 1 to 8: N -0.910; H 0.443; H 0.456; H 0.420; H 0.443; C -0.101; C -0.103; O -0.747



[6]
Density functional theory data (wB97M-V/def2-TZVPD) for C17H14N4O2Ti as an isolated structure.

Atoms and positions in Å:
Ti -0.296 0.278 -0.625
O -0.851 0.087 -2.392
C -1.404 -1.052 -2.880
C -1.164 -1.390 -4.208
C -1.731 -2.531 -4.747
C -2.560 -3.347 -3.983
C -2.819 -3.008 -2.673
C -2.236 -1.874 -2.087
C -2.588 -1.569 -0.715
N -1.921 -0.730 -0.004
N -2.403 -0.356 1.247
C -1.799 0.728 1.629
O -0.846 1.309 0.903
C -2.194 1.400 2.878
C -1.572 2.589 3.248
C -1.947 3.227 4.420
C -2.936 2.678 5.223
C -3.556 1.490 4.856
C -3.189 0.849 3.687
H -0.554 -0.730 -4.810
H -1.540 -2.778 -5.783
H -3.009 -4.229 -4.418
H -3.480 -3.623 -2.075
H -3.459 -2.047 -0.273
H -0.804 3.014 2.618
H -1.468 4.153 4.706
H -3.227 3.177 6.137
H -4.328 1.065 5.483
H -3.670 -0.073 3.391
N 1.956 -1.508 -1.679
C 2.629 -2.655 -1.533
C 2.443 -3.076 -0.231
C 1.589 -2.133 0.334
N 1.308 -1.165 -0.543
H 1.862 -0.946 -2.510
H 3.194 -3.076 -2.347
H 2.856 -3.952 0.235
H 1.179 -2.092 1.330

## Properties
<S²> ... 0.75
2S+1 ... 2
Energy relative to the best compared isomer or geometry (same formula, charge and spin) ... 0.0 kcal per mole
Charge ... +1
Total energy ... -1875.05304 hartree
Maximum force ... 0.81 eV/Å

Atom charges from the natural (NBO) analysis, given in e for atoms 1 to 8: Ti 1.745; O -0.767; C 0.404; C -0.296; C -0.141; C -0.234; C -0.126; C -0.231



[7]
Density functional theory data (wB97M-V/def2-TZVPD) for a 2-piece molecular cluster, C9H8BrN3O2 overall at a distorted geometry.

Atoms and positions in Å:
C -2.021 -1.655 -0.716
C -1.789 -0.585 -1.612
C -1.354 -1.680 0.533
C -0.671 0.292 -1.393
C -0.313 -0.815 0.717
C 0.021 0.194 -0.192
C 1.256 2.015 1.138
C 1.287 1.011 -0.025
C 2.578 0.226 0.364
N 2.264 1.911 1.905
N 3.073 0.883 1.482
N 3.980 0.527 -1.266
O 3.516 0.647 -2.370
O 5.134 0.573 -0.941
Br 2.817 -1.707 0.460
H -2.798 -2.469 -1.004
H -2.477 -0.447 -2.441
H -1.417 -2.521 1.222
H -0.459 1.062 -2.165
H 0.381 -0.831 1.589
H 0.394 2.689 1.409
H 1.395 1.573 -0.889
H 3.821 0.447 1.986

## Properties
2S+1 ... 1
Energy relative to the best compared isomer or geometry (same formula, charge and spin) ... 129.0 kcal per mole
Charge ... 0
Total energy ... -3236.32623 hartree
Maximum force ... 2.99 eV/Å

Atom charges from the natural (NBO) analysis, given in e for atoms 1 to 8: C -0.193; C -0.210; C -0.222; C -0.194; C -0.199; C -0.035; C 0.060; C -0.391



[8]
Density functional theory data (wB97M-V/def2-TZVPD) for an isolated ion of composition C6H15FNO and charge +1 at a distorted geometry.

Atoms and positions in Å:
C 1.620 1.337 -0.799
C 0.005 0.106 2.598
C -0.262 -1.359 -1.713
C 0.162 1.518 -0.634
C 0.407 -0.409 1.187
C -1.221 -0.608 -0.815
N -0.499 0.286 0.091
O -1.828 -1.455 0.175
F -2.765 -2.393 -0.420
H 1.983 0.493 -1.353
H 2.078 2.232 -1.284
H 2.113 1.306 0.110
H 0.217 1.124 2.582
H -0.855 -0.224 3.051
H 0.705 -0.267 3.299
H 0.546 -1.686 -1.067
H 0.122 -0.706 -2.492
H -0.626 -2.225 -2.224
H -0.187 1.734 -1.609
H 0.061 2.429 0.001
H 0.158 -1.521 0.881
H 1.480 -0.196 0.948
H -2.120 -0.102 -1.194
H -1.293 0.588 0.682

## Properties
SMILES ... CC[NH+](CC)[C@@H](C)OF
2S+1 ... 1
Energy relative to the best compared isomer or geometry (same formula, charge and spin) ... 96.9 kcal per mole
Charge ... +1
Total energy ... -467.03662 hartree
Maximum force ... 3.61 eV/Å

Atom charges from the natural (NBO) analysis, given in e for atoms 1 to 8: C -0.647; C -0.658; C -0.666; C -0.220; C -0.218; C 0.232; N -0.394; O -0.177